No. 1
DFT (ωB97M-V with the def2-TZVPD basis set) results for a single C3H4INO2 molecule.

Its frontier orbital gap is 8.867 eV. Its LUMO energy is -0.7 eV. As for the SMILES: C[C@@H](N=O)C(=O)I. The calculation puts the energy above the lowest of the compared OMol25 structures with the same formula, charge and spin at 70.5 kcal/mol.

```
! wB97M-V def2-TZVPD RIJCOSX def2/J DEFGRID3
* xyz 0 1
I 1.842 -2.036 -3.126
O 2.293 1.092 -0.160
O 1.025 -2.628 -0.478
N 1.976 0.371 -1.052
C 0.017 0.154 0.499
C 1.007 -1.684 -1.201
C 0.583 -0.280 -0.865
H 0.035 -0.033 -1.725
H 0.444 1.132 0.859
H -1.061 0.242 0.444
H 0.173 -0.744 1.190
*
```

How positive or negative is each atom? The Mulliken charges in e answer that:
1. I 0.067
2. O -0.344
3. O -0.428
4. N 0.126
5. C -1.020
6. C 0.127
7. C 0.173
8. H 0.377
9. H 0.327
10. H 0.323
11. H 0.273



No. 2
DFT (ωB97M-V with the def2-TZVPD basis set) results for a molecular structure, C22H50AsCoSb2Si3.

Its frontier orbital gap (spin up / spin down) is 6.961 / 6.478 eV. Its LUMO energy (spin up / spin down) is -6.8 / -7.3 eV.

```
! wB97M-V def2-TZVPD RIJCOSX def2/J DEFGRID3
* xyz 2 1
Sb -2.479 -0.612 -1.793
Sb 0.151 -2.165 0.375
As 0.823 1.465 1.090
Co -0.703 0.066 -0.077
Si -0.489 3.203 2.133
Si 1.506 2.217 -1.068
Si 2.775 1.016 2.424
C 3.790 2.568 2.507
C 1.839 -2.776 -0.743
C -1.446 -4.852 -4.151
C 1.335 0.610 -2.034
C -1.929 -0.249 1.345
C -3.320 -2.573 -1.788
C -1.988 -0.383 -3.839
C -1.224 -3.761 -0.002
C 3.241 2.871 -1.133
C -4.170 0.644 -1.539
C -1.044 2.520 3.771
C -1.331 -4.116 -1.457
C -1.946 3.608 1.037
C -0.479 -5.405 -3.324
C 2.180 0.515 4.118
C 0.617 4.688 2.303
C -0.432 -5.039 -1.990
C -2.355 -3.947 -3.631
C -2.313 -3.565 -2.291
C 3.702 -0.337 1.533
C 0.271 3.441 -1.738
C 0.629 -2.550 2.396
H 4.670 -0.479 2.021
H -0.747 3.045 -1.748
H -1.247 -1.131 -4.117
H -0.811 -4.595 0.567
H 0.544 3.677 -2.770
H -2.516 0.679 1.298
H -0.204 2.252 4.412
H 1.396 4.544 3.051
H -3.130 -3.541 -4.272
H -3.885 1.686 -1.668
H -1.462 -0.310 2.327
H 3.276 3.370 3.035
H 0.349 0.115 -1.918
H 2.125 -3.769 -0.398
H 1.974 1.399 4.723
H 3.503 3.080 -2.174
H 0.265 4.378 -1.181
H 3.973 2.164 -0.743
H -2.885 -0.521 -4.440
H 1.094 4.961 1.360
H -3.691 -2.793 -0.787
H -4.182 -2.521 -2.452
H -2.619 4.246 1.617
H 4.699 2.340 3.072
H 1.034 -3.560 2.459
H 1.569 -2.825 -1.796
H 2.667 -2.088 -0.596
H -0.277 -2.488 2.996
H 1.421 0.789 -3.109
H -1.687 1.646 3.664
H -1.506 -5.142 -5.192
H 1.362 -1.842 2.769
H -1.621 3.289 4.292
H -1.586 0.614 -4.014
H 1.282 -0.102 4.112
H 0.303 -5.499 -1.339
H 0.011 5.540 2.623
H -2.530 2.744 0.717
H -4.920 0.381 -2.283
H 3.187 -1.298 1.557
H -1.651 4.173 0.154
H 2.096 -0.117 -1.752
H 3.900 -0.073 0.492
H -4.585 0.501 -0.542
H -2.175 -3.496 0.458
H -2.616 -1.090 1.220
H 2.970 -0.044 4.626
H 3.332 3.806 -0.579
H 0.222 -6.132 -3.712
H 4.096 2.935 1.529
*
```

How positive or negative is each atom? The Mulliken charges in e answer that:
1. Sb 0.771
2. Sb 0.782
3. As 0.256
4. Co -0.347
5. Si 0.218
6. Si 0.186
7. Si 0.428
8. C -1.050
9. C -1.445
10. C -0.698
11. C -0.351
12. C -1.488
13. C -1.253
14. C -1.398
15. C -1.150
16. C -1.065
17. C -1.277
18. C -0.973
19. C 0.536
20. C -0.851
21. C -0.757
22. C -1.293
23. C -1.034
24. C -0.539
25. C -0.709
26. C 0.494
27. C -0.849
28. C -0.911
29. C -0.976
30. H 0.532
31. H 0.188
32. H 0.426
33. H 0.717
34. H 0.438
35. H 0.331
36. H 0.265
37. H 0.294
38. H 0.439
39. H 0.379
40. H 0.423
41. H 0.276
42. H -0.401
43. H 0.501
44. H 0.358
45. H 0.418
46. H 0.307
47. H 0.316
48. H 0.483
49. H 0.290
50. H 0.531
51. H 0.750
52. H 0.481
53. H 0.401
54. H 0.523
55. H 0.484
56. H 0.354
57. H 0.445
58. H 0.497
59. H 0.279
60. H 0.439
61. H -0.024
62. H 0.437
63. H 0.426
64. H 0.368
65. H 0.455
66. H 0.421
67. H 0.079
68. H 0.451
69. H 0.176
70. H 0.323
71. H 0.192
72. H 0.250
73. H 0.411
74. H 0.553
75. H 0.501
76. H 0.501
77. H 0.331
78. H 0.449
79. H 0.276



No. 3
DFT (ωB97M-V with the def2-TZVPD basis set) results for a single C3H5NO2 molecule.

Its frontier orbital gap is 11.000 eV. Its LUMO energy is 0.6 eV. As for the SMILES: CC(=O)NC=O. The calculation puts the energy above the lowest of the compared OMol25 structures with the same formula, charge and spin at 46.2 kcal/mol.

```
! wB97M-V def2-TZVPD RIJCOSX def2/J DEFGRID3
* xyz 0 1
O 1.882 -1.088 0.054
O -2.636 -0.072 0.123
N -0.368 -0.516 -0.112
C -1.493 0.287 -0.051
C 1.469 1.272 0.032
C 1.034 -0.150 0.034
H 1.291 1.731 0.933
H 2.585 1.503 -0.281
H -0.411 -1.631 -0.281
H -1.492 1.259 -0.285
H 0.581 1.578 -0.813
*
```

How positive or negative is each atom? The Mulliken charges in e answer that:
1. O -0.591
2. O -0.494
3. N -0.151
4. C 0.019
5. C -0.751
6. C 0.636
7. H 0.284
8. H 0.248
9. H 0.318
10. H 0.285
11. H 0.196



No. 4
DFT (ωB97M-V with the def2-TZVPD basis set) results for 2 unconnected molecules or ions with the total composition C2H3BO2.

The expectation value of S² is 2.0096. Its frontier orbital gap (spin up / spin down) is 6.009 / 10.540 eV. Its LUMO energy (spin up / spin down) is 0.6 / -2.2 eV. The calculation puts the energy above the lowest of the compared OMol25 structures with the same formula, charge and spin at 22.3 kcal/mol.

```
! wB97M-V def2-TZVPD RIJCOSX def2/J DEFGRID3
* xyz 0 3
O 1.489 1.309 1.507
O 0.620 -1.944 1.391
C 0.888 1.058 0.555
C 0.212 0.943 -0.523
B -0.356 -2.356 0.864
H -0.250 -0.048 -0.767
H -1.337 -2.514 0.283
H -0.100 1.886 -1.028
*
```

How positive or negative is each atom? The Mulliken charges in e answer that:
1. O -0.351
2. O -0.294
3. C 0.613
4. C -0.695
5. B 0.289
6. H 0.144
7. H 0.010
8. H 0.285



No. 5
DFT (ωB97M-V with the def2-TZVPD basis set) results for a single C6H10OS molecule.

Its frontier orbital gap is 9.600 eV. Its LUMO energy is 1.0 eV. As for the SMILES: C1CS[C@H]2C[C@@H]2CO1. The calculation puts the energy above the lowest of the compared OMol25 structures with the same formula, charge and spin at 48.5 kcal/mol.

```
! wB97M-V def2-TZVPD RIJCOSX def2/J DEFGRID3
* xyz 0 1
S 2.129 -0.379 -0.070
O -0.734 1.412 -0.325
C 1.269 0.668 1.160
C 0.650 -0.756 -1.002
C -1.496 0.216 -0.198
C -0.574 -0.978 -0.165
C -0.164 -2.003 -1.203
C 0.237 1.723 0.666
H -0.666 -2.066 -2.155
H 0.497 -0.054 -1.798
H 2.042 1.236 1.700
H -0.346 -1.311 0.832
H 0.759 2.579 0.245
H 0.802 0.027 1.875
H 0.164 -2.948 -0.792
H -0.284 2.132 1.587
H -2.173 0.250 -1.057
H -2.112 0.253 0.702
*
```

How positive or negative is each atom? The Mulliken charges in e answer that:
1. S -0.164
2. O -0.371
3. C -0.618
4. C -0.058
5. C -0.707
6. C -0.155
7. C -0.576
8. C -0.484
9. H 0.262
10. H 0.292
11. H 0.383
12. H 0.363
13. H 0.307
14. H 0.358
15. H 0.246
16. H 0.295
17. H 0.280
18. H 0.346



No. 6
DFT (ωB97M-V with the def2-TZVPD basis set) results for a single C6H10O molecule.

Its frontier orbital gap is 10.878 eV. Its LUMO energy is 1.1 eV. As for the SMILES: C[C@H]1C[C@]2(CO2)C1. The calculation puts the energy above the lowest of the compared OMol25 structures with the same formula, charge and spin at 45.8 kcal/mol.

```
! wB97M-V def2-TZVPD RIJCOSX def2/J DEFGRID3
* xyz 0 1
O 2.226 -0.134 0.936
C 0.139 -1.051 -0.337
C 1.144 -0.003 0.091
C 0.051 0.984 0.441
C -2.282 -0.205 0.236
C -0.920 0.087 -0.364
C 2.455 0.293 -0.462
H 2.742 1.357 -0.614
H -2.901 0.699 0.276
H -0.037 -1.754 0.481
H 0.175 2.033 0.156
H 0.332 -1.604 -1.262
H 3.045 -0.564 -0.627
H -2.820 -0.957 -0.351
H -2.181 -0.588 1.259
H -1.025 0.479 -1.381
H -0.143 0.929 1.521
*
```

How positive or negative is each atom? The Mulliken charges in e answer that:
1. O -0.567
2. C -0.899
3. C 0.849
4. C -0.900
5. C -1.533
6. C 0.576
7. C -0.538
8. H 0.223
9. H 0.359
10. H 0.261
11. H 0.324
12. H 0.309
13. H 0.342
14. H 0.358
15. H 0.346
16. H 0.268
17. H 0.223



Quick rundown of largest force on an atom, same order as above: 0.0430 0.0030 0.0981 0.0919 0.0191 0.0503 hartree/bohr
Quick rundown of DFT total energy, same order as above: -16858.3798 -158786.1348 -8775.6905 -6889.5201 -19264.9279 -8429.2563 eV